Version one
Here is a 2-piece molecular cluster, C4H11N3O2 overall from OMol25. Energies are from wB97M-V/def2-TZVPD.

```
20
C4H11N3O2, DFT wB97M-V/def2-TZVPD
O -1.69444 -0.64146 2.12099
O -3.43427 -0.61647 0.74682
N 1.00554 1.77049 -1.79287
N -0.45832 1.55573 -0.05514
N 1.74337 0.82311 0.27914
C 2.97861 0.35887 -0.27144
C 0.79453 1.21357 -0.46494
C -2.47962 -1.20849 1.15527
C -1.87314 -2.50191 0.67420
H -0.89193 1.01727 0.68444
H -1.05322 2.04073 -0.69490
H -2.38460 -2.46684 -0.28410
H -1.39992 0.30589 1.90398
H -2.19500 -3.29392 1.31366
H 1.81027 1.48778 -2.29758
H -0.79246 -2.63183 0.57878
H 3.35534 0.84592 -1.19634
H 3.07443 -0.68233 -0.57638
H 3.66143 0.67007 0.56600
H 0.23339 1.95382 -2.38960
```

Computed properties:
Lowest unoccupied orbital energy, eV: 0.588
Structure (SMILES): CN=C(N)N.CC(=O)O
Charge: 0
HOMO, Ha: -0.3258
HOMO-LUMO gap, eV: 9.453


Version two
Here is a 2-piece molecular cluster, C4H11N3O2 overall from OMol25. Energies are from wB97M-V/def2-TZVPD.

```
20
C4H11N3O2, DFT wB97M-V/def2-TZVPD
O -0.10430 1.40030 -0.80957
O 0.66321 0.67841 -2.74486
N 0.63354 -0.64815 1.33722
N -1.72523 -0.78693 1.54434
N -0.40653 -2.48965 2.37005
C 0.01341 1.50633 -2.14093
C -0.41589 -1.25075 1.67451
C -0.65885 2.71974 -2.65874
C 2.03127 -1.06017 1.35764
H -2.21735 -1.12294 0.72476
H -1.25138 -2.76282 2.83675
H 0.41949 0.67404 -0.42509
H 0.06960 -3.23073 1.88322
H 2.44907 -0.10510 0.90087
H -1.90134 0.20435 1.58782
H 2.71773 -1.25180 2.17012
H -0.03063 3.19677 -3.39353
H 2.13934 -1.92674 0.68502
H -0.77198 3.32009 -1.75401
H -1.66492 2.48700 -3.04398
```

Computed properties:
Lowest unoccupied orbital energy, eV: 0.748
Structure (SMILES): CN=C(N)N.CC(=O)O
Charge: 0
HOMO, Ha: -0.3366
HOMO-LUMO gap, eV: 9.907


Most stable to least stable, the ends of the list are version two and version one.


Version one
Here is an isolated molecule of C4H11N3O2 from OMol25. Energies are from wB97M-V/def2-TZVPD.

```
20
C4H11N3O2, DFT wB97M-V/def2-TZVPD
O -0.15454 -0.65568 1.65902
O -1.99542 -1.06233 -1.00666
N 0.18503 0.27081 -0.44689
N -1.68391 -1.09369 0.14492
N -0.72690 -0.19784 0.46005
C 0.68012 1.57423 -0.03703
C 2.36467 -1.03953 0.01441
C 1.18069 -0.73979 -0.88620
C -0.46221 2.59158 -0.13429
H 1.58229 1.88835 -0.61760
H -0.43886 0.01343 2.32656
H 0.61907 -1.63832 -1.08525
H -0.92205 2.56441 -1.13850
H 2.06597 -1.39246 0.98184
H -1.23697 2.28396 0.57666
H 2.95299 -0.11987 0.11360
H 1.65684 -0.38709 -1.80420
H -0.13980 3.57442 0.13152
H 1.06571 1.56664 0.98712
H 2.99534 -1.78319 -0.53852
```

Computed properties:
Lowest unoccupied orbital energy, eV: 0.611
Structure (SMILES): CCN(CC)N(O)N=O
Charge: 0
HOMO, Ha: -0.3435
HOMO-LUMO gap, eV: 9.958


Version two
Here is a 2-piece molecular cluster, C4H11N3O2 overall from OMol25. Energies are from wB97M-V/def2-TZVPD.

```
20
C4H11N3O2, DFT wB97M-V/def2-TZVPD
O 1.45761 0.70275 0.17638
O 0.82998 0.33763 2.28316
N -0.50694 -0.52520 -1.00281
N -2.80886 -0.09478 -0.87593
N -1.62957 -0.30177 1.06974
C -0.52412 -0.80459 -2.43583
C 3.16536 0.73251 1.73691
C 1.70831 0.57651 1.47863
C -1.56325 -0.36363 -0.28717
H 0.50749 0.36353 -0.11818
H -3.62535 -0.29253 -0.31509
H 3.66637 -0.25638 1.75656
H -2.97797 -0.31426 -1.84036
H -0.24045 -1.84455 -2.67562
H -1.40632 -0.50924 -3.04769
H 0.24733 -0.10910 -2.79662
H -0.76225 -0.17020 1.57839
H 3.26953 1.13902 2.75337
H 3.62143 1.52004 1.16861
H -2.42833 0.21421 1.39355
```

Computed properties:
Lowest unoccupied orbital energy, eV: 0.838
Structure (SMILES): CN=C(N)N.CC(=O)O
Charge: 0
HOMO, Ha: -0.3346
HOMO-LUMO gap, eV: 9.942


Version three
Here is a 2-piece molecular cluster, C4H11N3O2 overall from OMol25. Energies are from wB97M-V/def2-TZVPD.

```
20
C4H11N3O2, DFT wB97M-V/def2-TZVPD
O -2.41243 -1.72411 -1.09488
O -0.88106 -0.03967 -1.57834
N 1.99454 -1.10091 -0.57997
N 2.59307 -0.91004 1.68913
N 0.57430 -0.02318 0.90996
C 0.76433 1.38251 0.59369
C -2.01452 -0.58438 -1.19610
C 1.74704 -0.76822 0.62246
C -3.04766 0.46248 -0.79137
H 2.26187 -0.73961 2.61794
H 1.39581 1.99854 1.20815
H 3.56040 -1.04321 1.44818
H -0.20324 1.92098 0.59156
H -0.21345 -0.39224 0.41492
H -3.25322 0.25025 0.27884
H 1.16198 1.62662 -0.38729
H 2.88811 -1.41357 -0.92744
H -4.02233 0.20437 -1.18667
H -0.12050 -0.61639 -1.82156
H -2.77304 1.50978 -0.81122
```

Computed properties:
Lowest unoccupied orbital energy, eV: 0.826
Structure (SMILES): [H]/N=C(\N)NC.CC(=O)O
Charge: 0
HOMO, Ha: -0.3388
HOMO-LUMO gap, eV: 10.045


Most stable to least stable, the ends of the list are version two and version one.


Version one
Here is an isolated molecule of C4H11N3O2 from OMol25. Energies are from wB97M-V/def2-TZVPD.

```
20
C4H11N3O2, DFT wB97M-V/def2-TZVPD
O 2.62839 0.39053 -0.53452
O 1.45637 -0.89545 0.98738
N 0.13004 -1.42197 -1.22767
N 1.19988 1.38268 0.91913
N 0.41035 -0.05811 -0.94624
C -1.85878 0.57821 -0.21526
C -0.76121 0.74834 -0.94392
C 1.42605 0.21447 0.13959
C -2.09835 -0.49000 0.80086
H -0.01405 -1.96216 -0.37440
H 0.23192 1.44935 1.21058
H -0.67572 1.60322 -1.60685
H -2.67651 1.27031 -0.37060
H 1.46863 2.21260 0.40766
H -1.17467 -0.79404 1.29025
H 2.54308 -0.14935 -1.34444
H 2.16281 -0.75165 1.62608
H -2.80119 -0.13603 1.55391
H 0.93544 -1.81726 -1.70581
H -2.53247 -1.37367 0.33429
```

Computed properties:
Lowest unoccupied orbital energy, eV: 0.769
Structure (SMILES): C/C=C\N(N)C(N)(O)O
Charge: 0
HOMO, Ha: -0.3318
HOMO-LUMO gap, eV: 9.797


Version two
Here is a 2-piece molecular cluster, C4H11N3O2 overall from OMol25. Energies are from wB97M-V/def2-TZVPD.

```
20
C4H11N3O2, DFT wB97M-V/def2-TZVPD
O 2.71284 2.31968 -1.62025
O 0.63043 2.17776 -0.63912
N -1.85309 -0.56326 0.64844
N -1.89427 -2.94118 0.35945
N -0.48712 -1.96500 1.88321
C -2.16151 0.03333 -0.65902
C -1.39837 -1.84989 0.80520
C 2.53536 0.80147 0.02950
C 1.73218 1.76407 -0.83475
H 3.39254 0.38216 -0.51922
H -1.66235 0.16939 1.29507
H -2.68492 -0.63831 -1.36533
H -0.95631 -2.02396 2.76920
H -1.17845 0.53623 -0.95370
H 2.37999 3.12295 -2.11075
H 2.88818 1.21622 0.96823
H -2.52589 -3.09596 -0.43067
H 1.92451 -0.07947 0.30506
H 0.19734 -2.69280 1.70072
H -2.95060 0.73923 -0.48665
```

Computed properties:
Lowest unoccupied orbital energy, eV: 0.594
Structure (SMILES): [H]/N=C(/N)NC.CC(=O)O
Charge: 0
HOMO, Ha: -0.3126
HOMO-LUMO gap, eV: 9.101


Most stable to least stable, the ends of the list are version two and version one.


Version one
Here is a 2-piece molecular cluster, C4H11N3O2 overall from OMol25. Energies are from wB97M-V/def2-TZVPD.

```
20
C4H11N3O2, DFT wB97M-V/def2-TZVPD
O 2.33082 1.22698 -0.52854
O 2.36906 -0.89715 0.21512
N -0.14614 1.66550 0.12242
N -0.59372 -0.58418 0.69633
N 0.42026 -0.76091 -2.01682
C -0.15215 -1.81347 1.37099
C 0.27436 0.46828 0.41207
C 1.73648 0.14202 0.13820
C -1.59684 1.90193 0.22171
H -0.85419 -2.67130 1.43815
H 1.21950 -1.17746 -2.28698
H -2.24839 1.17680 -0.26113
H 0.19180 -1.50310 2.51191
H 1.67647 1.87158 -0.51082
H -1.56056 -0.33760 1.02213
H -1.83112 1.75931 1.29950
H -0.40143 -1.24769 -2.09011
H 0.21458 0.06147 -2.61261
H -1.73349 3.05267 0.00805
H 0.68471 -2.33368 0.85043
```

Computed properties:
Lowest unoccupied orbital energy, eV: 0.494
Structure (SMILES): C/N=C(\NC)C(=O)O.N
Charge: 0
HOMO, Ha: -0.3377
HOMO-LUMO gap, eV: 9.683


Version two
Here is a 2-piece molecular cluster, C4H11N3O2 overall from OMol25. Energies are from wB97M-V/def2-TZVPD.

```
20
C4H11N3O2, DFT wB97M-V/def2-TZVPD
O 4.45080 0.81623 -1.05507
O 2.45669 1.16641 -0.16612
N -0.88614 -1.08060 -0.05517
N -1.54481 1.13509 -0.73553
N -2.61186 0.06809 0.98731
C -3.86486 0.80099 0.82349
C -1.71950 0.07769 -0.06067
C 3.40556 -1.02545 0.02974
C 3.39357 0.41956 -0.29809
H 4.22115 1.37949 -1.79879
H -3.83403 1.78669 1.30078
H 2.40094 -1.40508 -0.18778
H -2.65792 -0.78002 1.51878
H 0.10110 -0.92047 -0.00024
H -4.06900 0.96847 -0.22377
H -4.67444 0.27992 1.31841
H 4.15183 -1.63768 -0.45509
H 3.37855 -1.19911 1.11168
H -0.86622 1.01327 -1.47356
H -1.23143 -1.86348 -0.58030
```

Computed properties:
Lowest unoccupied orbital energy, eV: 0.560
Structure (SMILES): [H]/N=C(\N)NC.CC(=O)O
Charge: 0
HOMO, Ha: -0.3188
HOMO-LUMO gap, eV: 9.234


Version three
Here is a 3-piece molecular cluster, C4H11N3O2 overall from OMol25. Energies are from wB97M-V/def2-TZVPD.

```
20
C4H11N3O2, DFT wB97M-V/def2-TZVPD
O 1.76288 0.15499 -0.96663
O 0.62117 -1.96623 -2.96948
N -1.34051 -1.36125 -1.82755
N -0.60663 0.76615 0.43609
N -1.33418 0.40252 1.64854
C 1.48788 -1.30002 1.01198
C 1.55956 -0.09321 0.44832
C -0.36336 -1.73815 -2.40792
C -0.81046 2.17239 0.11772
H 1.89300 -0.68961 -1.41934
H 1.94556 0.75959 0.99348
H -2.22606 -1.78680 -1.64658
H -0.33293 2.77453 0.89298
H 1.74522 -1.44657 2.04453
H 1.16928 -2.16918 0.44808
H -1.87221 2.44037 0.07228
H -1.01559 0.20052 -0.31323
H -0.99581 1.03742 2.37215
H -0.31619 2.36118 -0.83319
H -0.97062 -0.51865 1.89776
```

Computed properties:
Lowest unoccupied orbital energy, eV: 0.587
Structure (SMILES): N=C=O.C=CO.CNN
Charge: 0
HOMO, Ha: -0.2829
HOMO-LUMO gap, eV: 8.285


Most stable to least stable, the ends of the list are version two and version three.